Arrangement i

ORCA calculation (wB97M-V/def2-TZVPD) on an isolated ion of composition C4H10NO and charge -1.

Each line ends with the natural charge from an NBO analysis.
Atoms and positions in Å:
C1 1.39 1.12 -1.81  -0.42
N1 0.33 0.86 -0.81  -0.64
C2 -0.19 -0.49 -0.84  -0.22
C3 -1.29 -0.64 0.25  -0.44
C4 -0.71 -0.81 1.67  0.01
O1 0.26 0.03 2.01  -0.94
H1 2.14 0.32 -1.66  0.15
H2 1.75 2.13 -1.65  0.19
H3 1.06 1.05 -2.85  0.16
H4 0.82 1.03 0.06  0.40
H5 0.69 -1.13 -0.62  0.15
H6 -0.55 -0.76 -1.85  0.16
H7 -1.80 0.33 0.16  0.19
H8 -2.07 -1.36 -0.04  0.17
H9 -1.68 -0.97 2.30  0.04
H10 -0.42 -1.91 1.82  0.05

Summary:
- net charge = -1
- Kohn-Sham gap (eV) = 6.41
- SMILES = CNCCC[O-]

***

Arrangement ii

ORCA calculation (wB97M-V/def2-TZVPD) on an isolated ion of composition C4H10NO and charge -1.

Each line ends with the natural charge from an NBO analysis.
Atoms and positions in Å:
C1 1.45 -0.41 0.41  -0.66
C2 0.41 0.19 -0.51  -0.05
C3 -1.00 -0.19 -0.08  -0.42
C4 -1.47 0.39 1.28  0.00
O1 -0.79 -0.05 2.36  -0.96
N1 0.64 -0.20 -1.89  -0.86
H1 2.38 0.14 0.57  0.18
H2 1.75 -1.40 0.05  0.18
H3 0.99 -0.59 1.38  0.30
H4 0.46 1.29 -0.44  0.15
H5 -1.08 -1.28 -0.02  0.18
H6 -1.66 0.24 -0.85  0.16
H7 -2.57 0.18 1.32  0.07
H8 -1.39 1.51 1.16  0.06
H9 0.28 0.50 -2.53  0.34
H10 1.59 -0.33 -2.20  0.34

Summary:
- net charge = -1
- Kohn-Sham gap (eV) = 6.44
- SMILES = C[C@@H](N)CC[O-]

***

The most stable of them is arrangement ii.

***

Arrangement i

ORCA calculation (wB97M-V/def2-TZVPD) on an isolated ion of composition C4H13N2S and charge +1.

Each line ends with the natural charge from an NBO analysis.
Atoms and positions in Å:
N1 1.41 0.26 1.30  -0.69
C1 0.21 0.30 0.41  -0.05
C2 -0.43 -1.09 0.26  -0.43
C3 -1.84 -0.97 -0.28  -0.54
S1 -2.55 -2.56 -0.76  0.00
C4 0.73 0.83 -0.94  -0.25
N2 1.55 2.01 -0.70  -0.88
H1 1.16 0.20 2.29  0.44
H2 1.89 1.17 1.15  0.47
H3 2.04 -0.51 1.09  0.44
H4 -0.51 0.99 0.84  0.22
H5 -0.48 -1.58 1.24  0.22
H6 0.24 -1.70 -0.36  0.22
H7 -1.90 -0.29 -1.12  0.22
H8 -2.47 -0.55 0.50  0.23
H9 -3.57 -2.60 0.11  0.14
H10 1.27 0.06 -1.50  0.22
H11 -0.15 1.08 -1.54  0.22
H12 2.40 2.07 -1.23  0.40
H13 1.03 2.88 -0.78  0.39

Summary:
- net charge = +1
- Kohn-Sham gap (eV) = 8.93
- SMILES = NC[C@H]([NH3+])CCS

***

Arrangement ii

ORCA calculation (wB97M-V/def2-TZVPD) on an isolated ion of composition C4H13N2S and charge +1.

Each line ends with the natural charge from an NBO analysis.
Atoms and positions in Å:
N1 -0.66 1.15 1.42  -0.72
C1 -0.11 0.50 0.06  -0.02
C2 -1.23 0.68 -0.94  -0.55
S1 -1.44 2.51 -1.20  -0.02
C3 0.02 -0.96 0.44  -0.26
N2 0.69 -1.60 -0.68  -0.63
C4 2.20 -1.38 -0.54  -0.44
H1 -0.51 2.14 1.60  0.46
H2 -1.67 1.21 1.24  0.43
H3 -0.42 0.51 2.17  0.44
H4 0.83 0.95 -0.27  0.25
H5 -2.17 0.26 -0.58  0.23
H6 -0.99 0.35 -1.94  0.29
H7 -2.51 2.71 -0.37  0.12
H8 -0.96 -1.33 0.75  0.21
H9 0.70 -1.02 1.30  0.17
H10 0.54 -2.59 -0.74  0.39
H11 2.60 -1.36 -1.55  0.22
H12 2.53 -0.44 -0.10  0.20
H13 2.57 -2.29 -0.07  0.21

Summary:
- net charge = +1
- Kohn-Sham gap (eV) = 9.47
- SMILES = CNC[C@H]([NH3+])CS

***

Arrangement iii

ORCA calculation (wB97M-V/def2-TZVPD) on an isolated ion of composition C4H13N2S and charge +1.

Each line ends with the natural charge from an NBO analysis.
Atoms and positions in Å:
N1 -1.72 -0.94 -0.60  -0.69
C1 -0.49 -0.17 -0.06  -0.01
C2 0.83 -0.85 -0.39  -0.44
C3 1.95 -0.37 0.52  -0.54
S1 3.07 -1.78 0.83  -0.01
C4 -0.59 1.27 -0.50  -0.25
N2 -1.78 1.89 0.05  -0.86
H1 -1.65 -1.85 -0.13  0.44
H2 -2.55 -0.46 -0.25  0.46
H3 -1.71 -1.05 -1.61  0.44
H4 -0.73 -0.20 1.01  0.21
H5 0.68 -1.92 -0.26  0.23
H6 0.96 -0.57 -1.43  0.23
H7 2.54 0.53 0.32  0.24
H8 1.53 -0.08 1.50  0.22
H9 3.57 -1.35 2.00  0.14
H10 -0.60 1.42 -1.58  0.22
H11 0.34 1.66 -0.05  0.21
H12 -2.00 2.76 -0.41  0.39
H13 -1.65 2.07 1.04  0.37

Summary:
- net charge = +1
- Kohn-Sham gap (eV) = 8.88
- SMILES = NC[C@@H]([NH3+])CCS

***

The most stable of them is arrangement i.

***

Arrangement i

ORCA calculation (wB97M-V/def2-TZVPD) on a 3-piece molecular cluster, C3H13NO3 overall.

Each line ends with the natural charge from an NBO analysis.
Atoms and positions in Å:
C1 -0.02 -2.39 1.71  -0.21
C2 0.01 -1.79 0.20  -0.46
C3 0.08 -2.84 -0.88  -0.07
O1 0.94 -2.43 -1.97  -0.70
N1 0.12 -1.65 2.96  -0.84
H1 -1.12 -2.82 1.79  0.17
H2 0.55 -3.34 1.66  0.19
H3 -0.98 -1.15 0.22  0.18
H4 0.75 -1.11 -0.13  0.22
H5 0.69 -3.67 -0.28  0.16
H6 -0.84 -3.16 -1.21  0.17
H7 0.45 -1.63 -2.25  0.45
H8 1.08 -1.38 3.24  0.37
H9 -0.55 -0.84 2.91  0.36
H10 -4.62 3.78 2.00  0.47
H11 -3.33 4.37 1.55  0.46
O2 -3.88 4.31 2.29  -0.93
H12 3.45 4.56 -3.22  0.47
H13 2.30 4.55 -4.36  0.48
O3 3.05 5.07 -3.91  -0.95

Summary:
- Kohn-Sham gap (eV) = 9.94
- SMILES = NCCCO.O.O

***

Arrangement ii

ORCA calculation (wB97M-V/def2-TZVPD) on C3H13NO3 as an isolated structure.

Each line ends with the natural charge from an NBO analysis.
Atoms and positions in Å:
C1 0.70 1.35 1.45  -0.24
C2 -0.10 1.71 0.16  -0.43
C3 0.64 1.32 -1.15  -0.11
O1 0.01 0.90 -2.28  -0.34
N1 -0.21 0.47 2.23  -0.63
H1 1.77 0.91 1.12  0.20
H2 0.93 2.18 2.10  0.22
H3 -0.99 0.99 0.07  0.26
H4 -0.38 2.75 0.25  0.23
H5 1.30 2.07 -1.48  0.18
H6 1.29 0.49 -0.75  0.31
H7 0.61 -1.01 -2.29  0.47
H8 0.10 0.36 3.25  0.38
H9 -0.32 -0.39 1.63  0.40
H10 0.12 -1.75 -0.94  0.50
H11 -2.96 -3.31 -1.71  -0.01
O2 0.73 -1.79 -1.72  -0.93
H12 -2.26 -3.67 -1.76  0.01
H13 -0.82 -2.06 1.11  0.45
O3 -0.18 -1.52 0.70  -0.91

Summary:
- Kohn-Sham gap (eV) = 4.13

***

Arrangement iii

ORCA calculation (wB97M-V/def2-TZVPD) on a 4-piece molecular cluster, C3H13NO3 overall.

Each line ends with the natural charge from an NBO analysis.
Atoms and positions in Å:
C1 0.59 2.52 1.40  -0.62
C2 0.09 2.15 -0.01  -0.27
C3 -1.33 0.38 -0.28  -0.04
N1 -0.14 0.74 -0.10  -0.42
H1 0.86 1.68 2.00  0.22
H2 0.01 3.29 1.86  0.22
H3 1.60 3.15 1.24  0.20
H4 -0.76 2.73 -0.20  0.18
H5 0.95 2.38 -0.64  0.22
H6 -2.23 1.02 -0.35  0.14
H7 -1.64 -0.69 -0.22  0.18
H8 1.16 -3.68 0.17  0.46
H9 1.99 -2.64 0.75  0.46
O1 1.39 -3.32 1.07  -0.93
H10 2.06 -0.55 -1.41  0.46
H11 1.75 0.39 -0.34  0.48
O2 2.39 0.30 -1.07  -0.95
H12 -2.66 -3.97 -0.97  0.47
H13 -3.44 -2.69 -1.34  0.47
O3 -2.65 -3.19 -1.58  -0.94

Summary:
- Kohn-Sham gap (eV) = 10.74
- SMILES = C=NCC.O.O.O

***

The most stable of them is arrangement iii.

***

Arrangement i

ORCA calculation (wB97M-V/def2-TZVPD) on a 2-piece molecular cluster, C2H7NO overall.

Each line ends with the natural charge from an NBO analysis.
Atoms and positions in Å:
N1 1.99 1.57 2.79  -1.08
H1 1.91 0.79 2.25  0.36
H2 1.56 2.37 2.38  0.36
H3 1.74 1.50 3.73  0.36
O1 0.13 0.20 -1.45  -0.52
C1 -0.37 -0.91 -1.26  0.42
C2 -1.89 -1.12 -0.85  -0.72
H4 0.25 -1.69 -1.67  0.13
H5 -2.02 -0.79 0.30  0.23
H6 -2.31 -2.07 -0.83  0.22
H7 -2.58 -0.57 -1.44  0.24

Summary:
- Kohn-Sham gap (eV) = 10.51
- SMILES = CC=O.N

***

Arrangement ii

ORCA calculation (wB97M-V/def2-TZVPD) on a 2-piece molecular cluster, C2H7NO overall.

Each line ends with the natural charge from an NBO analysis.
Atoms and positions in Å:
N1 1.13 -3.77 -2.58  -1.05
H1 1.33 -3.83 -3.53  0.35
H2 0.29 -3.26 -2.38  0.36
H3 1.89 -3.07 -2.32  0.35
C1 -0.56 2.19 2.38  -0.67
C2 -1.11 2.17 1.14  0.21
O1 -0.48 1.58 0.10  -0.66
H4 -1.17 1.81 3.20  0.22
H5 0.36 2.75 2.79  0.24
H6 -2.09 2.12 0.68  0.18
H7 0.40 1.31 0.51  0.48

Summary:
- Kohn-Sham gap (eV) = 9.07
- SMILES = C=CO.N

***

Arrangement iii

ORCA calculation (wB97M-V/def2-TZVPD) on a 2-piece molecular cluster, C2H7NO overall.

Each line ends with the natural charge from an NBO analysis.
Atoms and positions in Å:
C1 2.19 0.01 0.03  -0.43
C2 1.44 -0.90 0.62  -0.38
N1 -2.14 0.52 -0.30  -0.36
O1 -1.65 -0.65 0.13  -0.67
H1 1.58 0.59 -0.66  0.17
H2 -1.83 1.43 0.31  0.35
H3 3.28 0.11 -0.01  0.19
H4 1.75 -1.68 1.37  0.19
H5 0.44 -0.89 0.26  0.23
H6 -1.87 0.79 -1.34  0.35
H7 -3.20 0.67 -0.41  0.35

Summary:
- Kohn-Sham gap (eV) = 9.25
- SMILES = [NH3+][O-].C=C

***

Arrangement iv

ORCA calculation (wB97M-V/def2-TZVPD) on a 2-piece molecular cluster, C2H7NO overall.

Each line ends with the natural charge from an NBO analysis.
Atoms and positions in Å:
C1 1.22 -0.24 1.08  -0.47
C2 0.52 -1.04 -0.97  -0.07
N1 0.87 -0.01 -0.31  -0.39
H1 1.44 0.71 1.56  0.21
H2 0.48 -0.80 1.66  0.19
H3 2.15 -0.80 1.22  0.20
H4 0.31 -0.86 -2.02  0.18
H5 0.49 -2.05 -0.56  0.15
H6 -2.55 0.99 -0.78  0.46
H7 -1.43 0.58 0.16  0.47
O1 -2.13 1.25 0.05  -0.94

Summary:
- Kohn-Sham gap (eV) = 11.05
- SMILES = C=NC.O

***

The most stable of them is arrangement iv.